This record from OMol25 describes 3 unconnected molecules or ions with the total composition C34H28ClN2O5. The level of theory is ωB97M-V with the def2-TZVPD basis set.

net charge = +1
highest occupied orbital energy = -11.327 eV
HOMO-LUMO gap = 7.68 eV

```
70
Properties=species:S:1:pos:R:3:forces:R:3
O -5.491733 -4.880188 3.132907 0.0749 8.2213 4.0712
C -5.501054 -3.669412 3.724560 0.2145 -6.5701 -3.5589
Cl -6.413224 -3.513471 5.337904 1.5129 0.2574 -2.3684
C -4.720270 -2.451198 2.954501 -0.0054 0.1920 -0.4230
C -3.111033 -2.784699 2.644356 -2.2293 -0.4114 -2.0163
C -2.668358 -1.762875 1.443200 -0.7839 -0.2589 -0.1923
N -1.181247 -1.642598 1.206909 0.2416 0.7602 1.4577
C -0.349079 -2.272467 2.299946 -0.7325 0.4156 0.8462
C -1.038695 -1.794748 3.744088 1.9303 0.3946 -0.5127
N -2.271798 -2.701331 3.903343 1.1171 -0.2999 0.8586
H -5.216074 -2.358981 1.876183 0.9352 -0.3902 2.4285
H -4.846841 -1.395831 3.464706 0.3143 -2.2377 -0.7792
H -3.015245 -3.878748 2.228520 -0.3258 2.1379 1.0177
H -3.132657 -2.209144 0.438791 0.6846 1.0039 2.3563
H -3.153965 -0.714338 1.673064 0.9152 -2.0071 -0.5525
H -0.977139 -0.616432 1.251233 -0.0818 -1.1647 -0.3275
H -0.402805 -3.440059 2.147748 0.2813 2.2246 0.6220
H 0.771306 -1.920907 2.301559 -2.3912 -0.7216 -0.2097
H -1.389480 -0.656470 3.713061 0.7838 -2.6199 0.0083
H -0.260730 -1.961406 4.625944 -2.0644 0.2569 -1.6463
H -2.810385 -2.402064 4.757165 0.4248 -0.5387 -1.0659
H -1.868850 -3.670819 4.066182 -0.8162 1.3959 0.0987
C -5.014989 1.601508 -2.401232 0.1751 0.2828 -0.0109
C -4.307175 0.751919 -1.551405 0.3355 0.2316 0.1768
C -3.133565 1.195358 -0.939629 -0.3776 -0.0742 -0.1893
C -2.659211 2.489109 -1.187966 -0.3537 -0.4269 -0.0671
C -3.353706 3.329876 -2.056827 -0.4760 -0.5435 -0.0699
C -4.540891 2.889140 -2.656035 -0.0720 -0.2946 0.0735
C -2.836170 4.678726 -2.364783 -0.7411 1.1070 -1.0312
O -3.447511 5.419220 -3.125150 0.4201 -0.6012 0.5744
C -1.567631 5.118584 -1.750444 0.4683 0.4723 0.0232
C -1.035655 6.372425 -2.078665 0.2473 0.0804 0.1323
C 0.156753 6.801704 -1.491979 -0.3119 -0.2211 -0.0830
C 0.814672 5.986552 -0.571357 -0.1828 -0.3008 0.0276
C 0.289942 4.734693 -0.246778 0.1120 0.2849 -0.1022
C -0.898675 4.296089 -0.845235 0.4258 0.2835 0.1451
C -1.426620 2.955771 -0.522471 0.5160 -0.4487 0.5975
O -0.846556 2.236825 0.283031 -0.3578 0.1985 -0.1102
H -5.934558 1.259175 -2.870831 0.1856 0.0861 0.0780
H -4.669945 -0.256055 -1.362810 0.0539 0.1615 -0.0542
H -2.589040 0.528370 -0.273284 0.0100 0.2975 -0.1979
H -5.095745 3.544804 -3.324825 0.2746 -0.0394 0.1794
H -1.544750 7.016300 -2.794104 -0.0085 -0.2880 0.1786
H 0.570792 7.773463 -1.752224 -0.1046 -0.1951 0.0433
H 1.739720 6.323706 -0.108722 -0.1823 -0.0793 -0.0827
H 0.811710 4.101736 0.469117 -0.2464 0.0622 -0.1711
C 2.476748 1.494400 -0.706221 0.3003 -0.1981 -0.1156
C 1.676977 0.549245 -0.064307 0.1505 -0.4894 0.1251
C 2.105474 -0.775341 0.036358 0.0255 0.4211 -0.0675
C 3.332828 -1.159098 -0.517539 -0.4012 0.4119 0.0904
C 4.120994 -0.219371 -1.180743 -0.4952 0.4484 0.1649
C 3.697371 1.113334 -1.265288 -0.3055 0.0829 0.1245
C 5.394005 -0.623397 -1.811841 0.9784 0.9765 -0.7753
O 6.088658 0.202210 -2.391544 -0.5114 -0.5204 0.4108
C 5.813097 -2.037446 -1.741814 0.4307 -0.4581 -0.1895
C 6.988767 -2.445533 -2.385328 0.0954 -0.2932 0.0135
C 7.399371 -3.778376 -2.312860 -0.2062 0.3343 0.0581
C 6.644406 -4.703045 -1.591826 -0.2829 0.1981 0.1266
C 5.469855 -4.300466 -0.954484 0.2552 -0.0869 -0.1503
C 5.048518 -2.966742 -1.038085 0.3399 -0.4660 -0.0867
C 3.786196 -2.558487 -0.390609 -0.5812 -0.9511 0.5932
O 3.119668 -3.371520 0.239400 0.2060 0.4222 -0.2023
H 2.147105 2.528662 -0.776664 0.0578 -0.1986 -0.0120
H 0.719782 0.843629 0.360307 0.3014 -0.0101 -0.1578
H 1.478229 -1.506641 0.543467 0.3503 0.0754 -0.3749
H 4.313787 1.855411 -1.769660 -0.0289 -0.3208 0.0702
H 7.585649 -1.729233 -2.947690 -0.2650 -0.0499 0.2039
H 8.309819 -4.094186 -2.817658 -0.1783 0.0873 0.0982
H 6.967826 -5.739813 -1.529150 -0.0785 0.2021 -0.0034
H 4.883037 -5.029011 -0.397484 0.0334 0.3065 -0.1168
```
Positions in Å, forces in eV/Å.

natural (NBO) atomic charge list, values in e, 8 entries:
1. O -0.497
2. C 0.491
3. Cl 0.005
4. C -0.526
5. C -0.073
6. C -0.259
7. N -0.626
8. C -0.254